Density functional theory data (ωB97M-V/def2-TZVPD) for 14 unconnected molecules or ions with the total composition C5H40N2O14.

Structure (XYZ):
```
61
Properties=species:S:1:pos:R:3:mulliken_charge:R:1
N 2.349 -0.133 -1.885 -0.55
C 1.908 -0.600 -0.582 0.87
C 2.479 -1.988 -0.246 -1.10
C 1.895 -2.678 0.996 -0.52
O 1.388 -1.852 2.019 -0.52
C 0.335 -0.602 -0.592 -0.98
N -0.070 0.780 -0.286 1.12
C -1.521 1.012 0.010 -1.74
H 2.752 0.785 -1.753 0.22
H 2.969 -0.656 -2.482 0.23
H 2.239 0.080 0.204 0.10
H 2.576 -2.756 -1.025 0.32
H 3.515 -1.789 0.053 0.39
H 1.123 -3.410 0.702 0.15
H 2.628 -3.334 1.493 0.37
H 0.425 -1.763 2.087 0.34
H -0.146 -1.332 0.045 0.47
H 0.142 -0.749 -1.670 0.16
H 0.066 1.411 -1.062 -0.13
H -2.110 0.131 -0.241 0.47
H -1.598 1.389 1.058 0.30
H -1.810 1.916 -0.528 0.57
H -2.007 -2.078 -4.019 0.32
H -2.512 -3.277 -3.279 0.33
O -2.818 -2.585 -3.881 -0.66
H 2.939 3.002 -1.710 0.31
H 2.779 2.718 -0.225 0.25
O 2.305 2.638 -1.082 -0.51
H -2.769 -0.234 -2.075 0.41
H -3.852 -1.135 -2.698 0.30
O -3.422 -0.935 -1.859 -0.73
H 0.710 2.495 2.154 0.52
H 0.154 2.770 0.725 0.39
O 0.328 3.198 1.571 -0.98
H -1.710 -4.354 -1.165 0.40
H -0.191 -4.479 -1.088 0.31
O -0.962 -4.927 -1.448 -0.69
H -2.882 1.607 -3.213 0.32
H -1.344 1.662 -2.756 0.30
O -2.079 1.101 -3.067 -0.69
H 0.039 -1.001 4.915 0.29
H 1.112 -1.638 4.153 0.30
O 0.910 -0.781 4.558 -0.63
H -2.992 -2.286 -1.030 0.50
H -3.482 -3.443 -0.099 0.27
O -2.728 -3.148 -0.618 -0.66
H 1.969 3.971 1.610 0.39
H 3.301 3.192 2.019 0.29
O 2.899 3.783 1.378 -0.71
H 0.956 2.521 -1.578 0.21
H 0.526 1.949 -2.949 0.32
O 0.188 2.528 -2.254 -0.90
H 1.288 0.752 2.410 0.35
H 1.306 0.882 3.825 0.34
O 1.604 1.412 3.060 -0.68
H -1.526 3.514 2.125 0.35
H -2.078 4.662 1.106 0.29
O -2.265 3.888 1.632 -0.62
H -1.601 -0.786 1.721 0.20
H -2.212 -1.599 2.792 0.26
O -1.353 -1.233 2.545 -0.59
```

Calculated values
**Max |F|**: 2.57 eV/A
**ΔE to the lowest compared entry with this formula, charge and spin**: 428.0 kJ/mol
**2S+1**: 1
**Gap between HOMO and LUMO**: 8.85 eV
**E_HOMO**: -0.321 Ha

---

Density functional theory data (ωB97M-V/def2-TZVPD) for 14 unconnected molecules or ions with the total composition C5H40N2O14.

Structure (XYZ):
```
61
Properties=species:S:1:pos:R:3:mulliken_spin:R:1
C -0.326 -0.235 2.472 0.03
O -0.090 0.971 3.227 0.03
C 0.106 -0.024 0.948 0.06
C -0.976 0.196 -0.044 0.12
C -0.760 -0.969 -1.072 0.37
C -0.095 -0.694 -2.227 0.20
N -1.386 -2.322 -0.927 0.03
N 0.897 1.313 0.898 -0.01
H -1.435 -0.340 2.411 0.00
H 0.200 -1.032 2.904 0.00
H 0.869 1.051 3.577 0.00
H 0.652 -1.027 0.891 0.01
H -1.047 1.162 -0.504 0.01
H -1.973 0.227 0.367 0.00
H 0.554 0.078 -2.305 0.07
H -0.136 -1.438 -3.015 0.03
H -0.876 -3.067 -1.567 -0.01
H -2.391 -2.172 -1.456 0.03
H -1.672 -2.567 0.093 -0.01
H 2.033 1.130 0.886 0.00
H 0.723 1.808 -0.011 0.00
H 0.806 1.799 1.652 0.00
H 0.305 -3.824 -3.547 0.00
H 0.300 -4.787 -2.295 0.00
O 0.224 -3.869 -2.584 0.00
H 3.512 3.730 1.499 0.00
H 2.335 4.575 2.087 0.00
O 2.610 3.904 1.437 0.00
H 4.654 -2.222 -1.007 0.00
H 4.136 -1.364 -2.048 0.00
O 3.838 -1.724 -1.168 0.00
H -3.898 -2.560 1.037 0.00
H -5.113 -1.907 0.270 0.00
O -4.195 -1.923 0.338 0.00
H -2.334 0.938 -4.704 0.00
H -1.718 -0.233 -5.333 0.00
O -2.165 -0.022 -4.589 0.01
H 3.334 0.370 3.572 0.00
H 3.864 0.331 2.018 0.00
O 3.032 0.167 2.674 0.00
H -0.628 4.236 1.586 0.00
H 0.291 4.787 0.367 0.00
O 0.035 3.931 0.805 0.00
H -4.036 -1.777 -2.177 0.00
H -3.341 -1.833 -3.642 0.00
O -3.379 -2.257 -2.666 0.01
H 2.922 3.262 -1.827 0.00
H 2.297 4.586 -2.151 0.00
O 2.437 3.999 -1.445 0.00
H -3.718 -1.814 4.110 0.00
H -2.944 -0.479 3.941 0.00
O -3.440 -1.168 3.357 0.00
H -1.868 -3.938 2.405 0.00
H -2.767 -2.658 2.636 0.00
O -2.319 -3.148 2.002 0.00
H -0.194 3.108 -2.288 0.00
H 1.099 2.930 -1.517 0.00
O 0.308 2.424 -1.896 0.00
H 5.570 1.255 0.546 0.00
H 4.310 0.652 -0.072 0.00
O 4.738 0.769 0.801 0.00
```

Calculated values
**Max |F|**: 11.74 eV/A
**ΔE to the lowest compared entry with this formula, charge and spin**: 314.6 kJ/mol
**2S+1**: 2
**Gap between HOMO and LUMO (alpha / beta)**: 8.83 / 4.79 eV
**E_HOMO (alpha / beta)**: -0.682 / -0.682 Ha
**Charge**: +3

---

Density functional theory data (ωB97M-V/def2-TZVPD) for 14 unconnected molecules or ions with the total composition C5H40NO15.

Structure (XYZ):
```
61
Properties=species:S:1:pos:R:3:mulliken_charge:R:1
C 0.666 -1.805 1.269 -1.42
C -0.016 -0.865 0.295 0.75
C 0.135 0.588 0.709 0.85
C -0.509 1.635 -0.214 0.08
C -1.979 1.356 -0.445 -0.88
O -2.155 0.320 -1.376 -0.68
N 0.619 -1.043 -1.085 0.28
H 0.631 -2.848 0.944 0.45
H 0.138 -1.752 2.289 0.25
H 1.760 -1.540 1.436 0.30
H -1.139 -1.102 0.185 -0.19
H 1.231 0.817 0.873 0.50
H -0.307 0.724 1.773 -1.60
H 0.047 1.765 -1.180 0.62
H -0.381 2.689 0.242 0.30
H -2.499 1.001 0.394 0.59
H 1.671 -0.748 -1.153 0.23
H 0.187 -0.421 -1.790 0.32
H 0.528 -2.055 -1.371 0.41
H 0.105 2.971 2.483 0.37
H 1.161 2.048 3.002 0.47
O 1.053 2.826 2.478 -0.77
H 4.790 -1.393 -0.699 0.32
H 3.660 -0.703 -1.399 0.27
O 3.976 -1.553 -1.221 -0.68
H -0.187 0.482 3.728 0.28
H 0.824 0.707 4.821 0.33
O 0.744 0.563 3.857 -0.63
H 1.812 2.820 0.971 0.37
H 2.952 3.544 0.204 0.29
O 2.242 2.900 0.077 -0.68
H -2.860 -2.257 0.618 0.43
H -3.345 -0.964 -0.057 0.31
O -3.259 -1.409 0.814 -0.78
H 0.022 -4.309 -2.409 0.23
H 1.014 -4.009 -1.233 0.38
O 0.127 -3.821 -1.620 -0.68
H -1.977 1.758 2.636 0.33
H -2.315 3.215 2.230 0.32
O -1.612 2.643 2.648 -0.68
H -1.671 2.893 -2.415 0.39
H -3.522 2.455 -1.175 0.37
O -2.521 2.533 -0.966 -0.66
H -1.138 -3.679 -0.494 0.38
H -2.376 -4.361 0.097 0.26
O -1.881 -3.624 0.157 -0.64
H 0.927 0.573 -4.258 0.27
H 0.041 1.456 -3.326 0.35
O 0.635 0.771 -3.289 -0.56
H -3.000 -0.031 3.556 0.30
H -2.672 -0.476 2.127 0.31
O -2.352 0.073 2.853 -0.57
H 3.212 -4.546 -0.879 0.27
H 3.147 -2.987 -0.968 0.42
O 2.644 -3.825 -0.765 -0.65
H 2.116 0.949 -2.232 0.33
H 2.577 1.541 -0.891 0.36
O 2.598 0.736 -1.467 -0.85
H -1.919 0.561 -2.282 0.40
H -1.177 3.548 -3.812 0.29
O -1.225 2.670 -3.292 -0.70
```

Calculated values
**Max |F|**: 5.91 eV/A
**ΔE to the lowest compared entry with this formula, charge and spin**: 0.0 kJ/mol
**2S+1**: 1
**Gap between HOMO and LUMO**: 11.06 eV
**E_HOMO**: -0.489 Ha
**Charge**: +1

---

The calculation returns the following calculated total energy values, one per record and in order: -1377.326953, -1376.192998, -1397.717903 a.u..